{
  "formula": "C22H18N3O4PtS",
  "method": "the ωB97M-V functional and the def2-TZVPD basis",
  "gap_ev": [4.915, 4.807],
  "total_charge": -1,
  "de_lowest_ev": 1.277,
  "homo_energy_ev": [-2.63, -2.62],
  "elements": ["Pt", "O", "C", "O", "C", "C", "C", "C", "C", "N", "C", "O", "O", "H", "H", "H", "H", "C", "C", "C", "C", "C", "C", "C", "C", "N", "H", "H", "H", "H", "H", "H", "H", "H", "H", "S", "C", "N", "C", "C", "C", "C", "C", "C", "H", "H", "H", "H", "H"],
  "xyz": [[0.075718, 0.365861, -0.112642], [-0.615291, -0.509893, 4.482028], [-0.703682, -0.422554, 3.131616], [-1.330495, 0.474283, 2.635818], [-0.075956, -1.566566, 2.442690], [0.260743, -2.690514, 3.191664], [0.690083, -3.834282, 2.551303], [0.765080, -3.831988, 1.171559], [0.459405, -2.670631, 0.477629], [0.069838, -1.547074, 1.089664], [0.434989, -2.710575, -1.073674], [0.874352, -3.753282, -1.580244], [-0.065110, -1.703157, -1.613550], [-1.063150, 0.274998, 4.819832], [0.148808, -2.653813, 4.266012], [0.931847, -4.722314, 3.121595], [1.056817, -4.700327, 0.598487], [1.688377, 0.833051, -3.143497], [2.783358, 1.399435, -2.287412], [3.791981, 2.087352, -2.942754], [4.943631, 2.521825, -2.299544], [5.132719, 2.188067, -0.960559], [4.166945, 1.513175, -0.250730], [4.402187, 1.131876, 1.181617], [2.888116, 1.174768, -0.849819], [1.993980, 0.738665, 0.035676], [1.495385, 1.478862, -4.004021], [0.768253, 0.662924, -2.592736], [1.985437, -0.152604, -3.510513], [3.676863, 2.266185, -4.007589], [5.702202, 3.070684, -2.844967], [6.064481, 2.454536, -0.469831], [5.418244, 1.393634, 1.485086], [4.249928, 0.059095, 1.312719], [3.690215, 1.627530, 1.842790], [-3.026120, 2.664306, -2.061848], [-2.137461, 1.817329, -0.815880], [-0.887546, 2.175669, -0.683000], [-0.557409, 3.200462, -1.543017], [0.683026, 3.830722, -1.627724], [0.836464, 4.879306, -2.512341], [-0.214265, 5.292834, -3.334583], [-1.443877, 4.658294, -3.284496], [-1.605874, 3.618372, -2.380196], [-2.636052, 1.112784, -0.168251], [1.494790, 3.477961, -1.004789], [1.791168, 5.385832, -2.573170], [-0.073428, 6.122290, -4.016138], [-2.255518, 4.957506, -3.935217]],
  "forces_ev_per_angstrom": [[0.1, 0.4, 0.0], [0.4, -0.2, 0.1], [-0.6, 0.7, 0.2], [0.0, 0.0, -0.3], [0.7, -1.0, -0.8], [-0.3, 0.6, 0.2], [0.1, -0.3, -0.4], [0.1, -0.2, 0.5], [-0.3, 0.4, -0.2], [-0.1, -0.4, 1.0], [0.1, 0.1, -0.2], [-0.1, 0.0, 0.2], [0.1, 0.0, -0.1], [-0.1, 0.1, 0.0], [0.0, 0.0, -0.1], [0.0, 0.0, 0.0], [0.0, 0.1, -0.1], [-0.2, -0.2, 0.2], [0.1, -0.1, 0.7], [0.2, 0.0, 0.4], [0.2, 0.2, -0.3], [-0.1, -0.1, -0.2], [-0.1, 0.0, 0.0], [0.0, 0.0, -0.1], [0.2, 0.5, -0.5], [-0.3, -0.2, -0.1], [-0.1, 0.0, 0.0], [-0.2, 0.0, 0.0], [-0.1, 0.0, -0.1], [0.0, 0.0, 0.0], [0.0, 0.0, 0.0], [0.0, 0.0, 0.1], [0.0, 0.0, 0.0], [0.0, 0.0, 0.1], [-0.1, 0.0, 0.1], [0.3, -0.1, 0.4], [0.1, 0.7, -0.4], [-0.3, -0.9, 0.2], [0.0, 0.5, -0.6], [0.1, -0.1, 0.2], [0.1, 0.0, 0.1], [-0.2, -0.1, 0.0], [0.1, 0.1, -0.2], [0.0, -0.3, 0.3], [0.1, -0.1, 0.0], [0.0, 0.0, 0.0], [0.0, -0.1, 0.0], [0.0, 0.0, 0.0], [0.0, 0.0, 0.0]]
}